Density functional theory data (ωB97M-V/def2-TZVPD) for 7 unconnected molecules or ions with the total composition C10H26N6O14 in a non-equilibrium geometry.

Last columns: bonded neighbours and bond lengths (Å).
CARTESIAN COORDINATES (ANGSTROEM)
1 C 3.4782 2.0604 -1.9035  N2 1.484, H5 1.088, H6 1.092, H7 1.077
2 N 4.7346 1.3969 -2.3303  C1 1.484, O3 1.212, O4 1.212
3 O 5.2980 1.8555 -3.3006  N2 1.212
4 O 5.0910 0.4264 -1.6972  N2 1.212
5 H 3.4001 1.8757 -0.8341  C1 1.088
6 H 2.6866 1.4314 -2.3154  C1 1.092
7 H 3.4476 3.0897 -2.2182  C1 1.077
8 C -0.3792 2.3608 2.4498  N9 1.489, H12 1.079, H13 1.085, H14 1.084
9 N 0.4761 3.3845 1.7874  C8 1.489, O10 1.204, O11 1.220
10 O -0.0565 4.0914 0.9705  N9 1.204
11 O 1.6498 3.4417 2.1159  N9 1.220
12 H -0.6243 1.5949 1.7302  C8 1.079
13 H -1.2525 2.8881 2.8199  C8 1.085
14 H 0.1936 1.9624 3.2799  C8 1.084
15 C -6.1211 0.5930 2.1259  N16 1.495, H19 1.085, H20 1.084, H21 1.083
16 N -6.3562 1.6115 1.0571  C15 1.495, O17 1.212, O18 1.212
17 O -5.4798 1.7801 0.2367  N16 1.212
18 O -7.4178 2.1962 1.0863  N16 1.212
19 H -5.0475 0.4518 2.1978  C15 1.085
20 H -6.6206 -0.3159 1.8106  C15 1.084
21 H -6.4999 0.9979 3.0556  C15 1.083
22 C 3.3458 1.7660 3.3299  N23 1.489, H26 1.083, H27 1.085, H28 1.086
23 N 3.5973 0.6405 2.3885  C22 1.489, O24 1.214, O25 1.212
24 O 2.6232 0.1742 1.8348  N23 1.214
25 O 4.7363 0.2528 2.2448  N23 1.212
26 H 4.2941 2.0583 3.7635  C22 1.083
27 H 2.6440 1.3834 4.0635  C22 1.085
28 H 2.9130 2.6024 2.7888  C22 1.086
29 C -0.4546 0.3188 -4.6630  N30 1.487, H33 1.084, H34 1.088, H35 1.085
30 N -1.9065 0.6303 -4.5923  C29 1.487, O31 1.216, O32 1.208
31 O -2.2668 1.7483 -4.9085  N30 1.216
32 O -2.6218 -0.2485 -4.1749  N30 1.208
33 H 0.0378 1.0354 -5.3095  C29 1.084
34 H -0.3547 -0.6458 -5.1564  C29 1.088
35 H -0.1133 0.3003 -3.6327  C29 1.085
36 C 1.6438 -4.7281 0.7616  N37 1.492, H40 1.086, H41 1.086, H42 1.080
37 N 0.8154 -5.6946 1.5406  C36 1.492, O38 1.214, O39 1.212
38 O -0.3170 -5.8844 1.1471  N37 1.214
39 O 1.3221 -6.2161 2.5108  N37 1.212
40 H 2.6818 -5.0233 0.8830  C36 1.086
41 H 1.5039 -3.7641 1.2416  C36 1.086
42 H 1.3412 -4.7974 -0.2725  C36 1.080
43 C -2.8122 -0.7336 -0.5793  C44 1.520, H49 1.093, H50 1.090, H51 1.086
44 C -1.6730 -0.9253 0.4083  C43 1.520, O45 1.439, H52 1.087, H53 1.088
45 O -0.5761 -1.6671 -0.1557  C44 1.439, C46 1.326
46 C 0.2842 -0.9552 -0.8704  O45 1.326, C47 1.490, O48 1.209
47 C 1.5440 -1.6923 -1.1704  C46 1.490, H54 1.086, H55 1.093, H56 1.089
48 O 0.0946 0.1956 -1.1891  C46 1.209
49 H -3.0626 -1.6900 -1.0462  C43 1.093
50 H -2.4650 -0.1058 -1.4005  C43 1.090
51 H -3.6999 -0.3101 -0.1184  C43 1.086
52 H -1.3143 0.0531 0.7180  C44 1.087
53 H -1.9557 -1.5312 1.2667  C44 1.088
54 H 2.0373 -1.2239 -2.0163  C47 1.086
55 H 1.3679 -2.7261 -1.4799  C47 1.093
56 H 2.1655 -1.7706 -0.2798  C47 1.089

Output
* energy: -1777.935179 Eh
* SMILES string: C[N+](=O)[O-].C[N+](=O)[O-].C[N+](=O)[O-].C[N+](=O)[O-].C[N+](=O)[O-].C[N+](=O)[O-].CCOC(C)=O
* E_LUMO: -0.43 eV
* max |F|: 1.5 eV/A